Formula: C23H26FN3O2
Source: the OMol25 dataset
Level of theory: ωB97M-V with the def2-TZVPD basis set

XYZ file:
```
55
Properties=species:S:1:pos:R:3:forces:R:3
F 2.526 -3.672 -1.023 -0.021 0.104 0.099
O 5.896 0.519 -1.330 0.136 0.063 -0.102
O -7.438 0.010 -0.758 0.104 0.263 0.049
N -1.276 -0.525 0.537 0.116 -0.711 -0.085
N 1.441 2.931 0.218 0.113 0.399 0.118
N -2.070 0.545 0.530 0.919 0.464 0.214
C -1.384 1.662 0.873 0.312 -0.169 0.127
C -4.271 1.515 0.118 0.197 -0.172 0.026
C 4.817 -0.349 -1.592 -0.303 -0.153 -0.247
C -0.085 1.290 1.128 -0.160 -0.125 0.076
C 1.914 2.109 -0.878 0.247 -0.237 0.015
C 5.658 1.315 -0.195 -0.010 0.351 0.165
C -5.598 1.339 -0.204 -0.200 -0.222 -0.062
C 1.246 -1.951 -0.060 0.098 -0.065 0.016
C 3.198 1.296 -0.631 -0.183 0.300 -0.262
C 1.936 -1.032 2.051 -0.119 0.064 0.020
C 3.516 0.414 -1.840 0.260 -0.079 0.354
C -6.114 0.065 -0.450 0.196 0.096 0.054
C 1.050 -1.040 0.975 0.285 -0.347 0.011
C 1.053 2.211 1.428 0.032 0.096 -0.009
C -5.264 -1.034 -0.366 -0.386 0.090 -0.084
C -0.072 -0.109 0.899 -0.605 0.655 0.074
C 3.016 -1.896 2.079 0.013 0.012 -0.021
C 2.331 -2.801 -0.009 0.036 0.013 0.100
C 4.411 2.187 -0.355 0.046 -0.453 0.098
C -3.933 -0.857 -0.041 0.265 0.257 0.095
C -3.423 0.413 0.205 -0.932 -0.384 -0.256
C 3.232 -2.786 1.041 -0.066 -0.103 -0.170
C -8.017 -1.245 -1.022 -0.079 -0.181 -0.036
H 4.072 -3.463 1.040 0.074 -0.079 -0.028
H 2.071 2.778 -1.729 0.002 -0.101 -0.081
H 4.271 2.773 0.556 0.008 0.075 0.037
H -7.551 -1.729 -1.887 -0.006 0.008 0.039
H -9.064 -1.045 -1.243 0.069 -0.069 0.009
H 2.141 3.628 0.452 -0.099 -0.013 -0.018
H -3.903 2.512 0.297 0.038 0.112 0.017
H -6.266 2.182 -0.275 -0.067 0.111 -0.006
H -1.830 2.632 0.919 -0.151 0.203 -0.030
H 1.109 1.416 -1.140 0.017 0.031 -0.128
H 3.041 0.640 0.233 0.037 -0.010 -0.008
H -7.950 -1.909 -0.154 0.011 0.016 -0.036
H 0.726 2.964 2.152 0.117 -0.119 0.023
H 2.708 -0.297 -2.017 -0.066 -0.039 -0.061
H -3.267 -1.701 0.027 -0.002 -0.061 -0.001
H 1.765 -0.360 2.879 -0.022 0.062 0.046
H 0.558 -1.987 -0.889 -0.054 -0.009 -0.131
H 5.541 0.672 0.694 0.031 0.053 -0.042
H 3.697 -1.879 2.917 0.047 -0.010 0.062
H -5.626 -2.033 -0.551 -0.055 -0.080 -0.019
H 5.107 -0.926 -2.473 -0.049 -0.040 0.091
H 3.632 1.039 -2.727 -0.024 0.020 -0.100
H 1.885 1.647 1.874 -0.133 0.057 0.015
H 4.558 2.873 -1.192 0.009 0.090 -0.030
H 6.552 1.931 -0.070 -0.066 -0.062 0.084
H 4.680 -1.039 -0.744 0.018 0.030 -0.082
```
Forces are in eV/Å.

As for the SMILES: COc1ccc(-n2cc(CNCC3CCOCC3)c(-c3cccc(F)c3)n2)cc1. The HOMO energy is -7.968 eV. As for the gap between HOMO and LUMO: 8.699 eV. The value obtained for the total energy is -1306.6299 Ha.


Formula: C23H26GaN7S
Source: the OMol25 dataset
Level of theory: ωB97M-V with the def2-TZVPD basis set

XYZ file:
```
58
Properties=species:S:1:pos:R:3:forces:R:3
Ga 0.617 -0.834 -0.287 -0.100 0.137 0.090
S 0.104 -2.063 1.730 0.175 0.195 0.107
N 2.590 -0.680 0.154 -0.066 0.239 0.160
N 1.472 1.271 -0.811 0.002 -0.050 0.068
N -2.225 -2.625 0.373 -0.225 -0.092 0.185
N 1.339 -2.583 -1.119 -0.169 0.143 -0.077
N 1.433 3.490 -1.471 0.115 0.036 0.068
N 3.209 0.488 0.512 -0.141 -0.160 0.113
N -1.868 -3.774 2.196 -0.101 -0.163 0.045
C 2.578 1.499 -0.019 0.052 -0.016 -0.122
C 2.557 -2.871 -0.616 0.056 0.006 0.058
C 2.947 5.161 -0.562 -0.034 0.088 -0.083
C 3.955 5.470 0.327 0.011 0.038 0.025
C -3.202 -4.249 1.798 0.138 0.120 -0.030
C -4.347 1.241 -0.420 -0.006 -0.010 -0.022
C 0.947 2.260 -1.485 0.001 -0.009 0.139
C -1.935 0.791 -0.293 -0.293 0.103 -0.112
C 4.518 4.486 1.146 0.022 0.057 0.027
C 2.395 -5.116 -1.388 0.043 -0.020 0.025
C 3.262 -1.746 0.014 0.124 -0.241 -0.166
C 0.650 -3.535 -1.750 -0.061 0.163 -0.057
C 4.080 3.184 1.062 0.083 -0.053 0.043
C -2.985 1.766 0.057 0.059 0.005 0.050
C -2.669 3.108 -0.624 -0.023 -0.021 -0.016
C 3.118 -4.120 -0.742 0.136 -0.160 0.000
C -1.079 -0.010 -0.606 0.184 -0.140 -0.201
C 1.146 -4.818 -1.904 -0.017 -0.080 -0.014
C 3.057 2.854 0.168 -0.012 -0.118 -0.007
C -1.394 -2.830 1.401 -0.097 -0.048 -0.045
C -2.994 1.949 1.585 0.001 -0.033 -0.035
C -3.448 -3.449 0.501 0.168 0.037 0.066
C 2.494 3.850 -0.625 -0.144 0.050 -0.077
H -3.930 -4.028 2.573 -0.027 0.025 0.054
H -2.665 3.005 -1.712 0.011 0.011 0.051
H 1.010 4.200 -2.051 -0.047 0.018 -0.017
H 4.517 2.405 1.670 -0.020 0.021 -0.010
H 4.321 -1.784 0.245 0.012 -0.027 -0.011
H 0.055 2.075 -2.073 0.036 -0.014 -0.034
H -4.351 1.069 -1.499 0.001 0.011 0.061
H -3.187 1.001 2.091 -0.001 0.040 -0.010
H 5.302 4.750 1.843 -0.021 -0.012 -0.039
H -4.329 -2.816 0.567 -0.015 0.058 0.029
H 4.308 6.491 0.393 0.007 -0.039 -0.009
H -2.040 2.342 1.941 -0.034 -0.017 -0.015
H 2.808 -6.111 -1.490 0.007 0.005 -0.013
H -5.119 1.977 -0.186 0.031 -0.052 -0.007
H -1.702 3.495 -0.291 -0.036 -0.016 -0.018
H -3.781 2.653 1.862 0.036 -0.031 -0.016
H 0.559 -5.562 -2.423 0.022 0.033 -0.015
H 2.515 5.924 -1.201 0.005 -0.034 0.064
H -3.555 -4.096 -0.364 0.007 -0.029 -0.055
H -3.192 -5.322 1.628 0.037 -0.043 -0.030
H 4.106 -4.310 -0.340 -0.059 -0.012 -0.010
H -0.311 -3.250 -2.158 -0.023 0.009 0.067
H -1.367 -4.111 3.002 0.026 0.019 -0.011
H -2.255 -1.710 -0.059 0.122 0.077 -0.169
H -3.432 3.843 -0.356 0.041 -0.052 -0.015
H -4.603 0.307 0.086 0.005 0.047 -0.029
```
Forces are in eV/Å.

The HOMO energy is -14.027 eV. As for the gap between HOMO and LUMO: 7.361 eV. As for the charge: +2. The value obtained for the total energy is -3597.8486 Ha.


Formula: C23H26IN3NaO8PS2
Source: the OMol25 dataset
Level of theory: ωB97M-V with the def2-TZVPD basis set

XYZ file:
```
65
Properties=species:S:1:pos:R:3:forces:R:3
I -3.462 -3.308 0.322 0.022 0.438 -0.196
S -2.956 1.763 0.976 0.027 0.219 -0.118
S -0.932 0.271 2.445 0.569 0.025 0.455
P 1.950 1.197 5.558 0.254 0.174 0.066
Na -2.919 -2.033 -2.490 -12.932 9.814 -4.577
O -4.775 -0.018 2.982 -0.599 -1.061 -0.247
O 0.720 1.139 4.651 0.102 -0.248 0.447
O 2.469 1.570 -4.278 0.173 0.052 -0.182
O -5.433 -1.923 2.027 -0.066 -0.296 -0.110
O 2.624 2.565 5.502 0.180 -0.151 0.125
O 2.939 0.143 5.070 -0.048 0.147 -0.322
O -5.803 -1.592 4.242 0.010 0.035 -0.226
O 1.493 0.921 6.986 -0.252 0.222 -0.067
N -0.443 1.953 0.218 0.368 -1.735 0.314
N -1.774 -2.997 -2.038 9.308 -12.293 3.381
N -1.667 -3.249 -0.671 -0.516 -0.832 3.309
C 1.443 2.434 1.656 -0.642 0.437 0.186
C -0.468 -3.711 1.556 -0.256 0.184 -0.129
C 2.459 2.989 -4.157 -0.359 -0.201 0.244
C -1.453 1.471 -3.334 -0.310 -0.337 -0.976
C 0.665 -3.399 -0.618 0.404 -0.007 -0.566
C -1.387 1.374 1.155 -0.579 0.881 -0.308
C -0.755 -0.014 -1.191 0.411 -0.048 1.121
C 0.956 1.765 0.541 0.133 0.316 0.493
C -0.489 -3.441 0.062 0.773 -0.847 -0.605
C -1.441 0.086 -3.480 0.459 -0.055 1.725
C 2.302 3.414 -2.709 0.115 0.067 -0.017
C 0.634 -3.163 -2.083 -0.930 -0.201 -0.146
C -0.787 -1.248 1.465 -0.701 0.499 0.492
C 3.619 1.479 1.395 -0.267 0.534 0.473
C 1.844 0.976 -0.170 -0.222 -0.150 -0.450
C -1.109 2.109 -2.142 -0.268 0.488 -0.852
C -0.598 -2.992 -2.660 4.187 -5.205 -0.906
C 3.150 0.847 0.265 0.797 -0.439 -0.114
C 2.741 2.305 2.088 0.083 0.164 0.076
C -5.397 -1.283 3.124 0.063 0.075 0.461
C -0.765 1.357 -1.051 -0.289 0.536 -0.459
C -1.051 -0.667 -2.335 0.168 2.474 -2.301
C -0.869 -2.458 2.365 -0.362 0.049 0.348
H -0.285 -2.275 3.272 0.238 -0.416 -0.134
H 0.539 -4.018 1.838 0.070 0.089 -0.320
H 0.761 3.065 2.215 0.013 -0.057 0.022
H -1.111 -4.564 1.802 -0.093 0.162 -0.030
H 0.093 -1.253 0.819 0.194 -0.234 0.844
H 3.401 3.355 -4.566 0.026 -0.115 -0.073
H -0.606 -2.809 -3.734 -0.265 -0.114 -0.023
H 1.639 3.390 -4.766 0.077 0.148 -0.010
H 2.302 4.502 -2.617 -0.030 0.000 0.014
H -1.163 3.189 -2.113 0.069 0.004 0.252
H -1.711 -0.424 -4.399 0.067 0.230 -0.243
H -1.692 -1.231 0.853 0.242 -0.157 -0.069
H 3.844 0.209 -0.274 -0.186 -0.027 -0.168
H -4.605 -0.125 2.036 0.460 0.789 0.011
H -0.472 -0.630 -0.354 0.007 0.580 -0.777
H 1.610 -3.531 -0.109 -0.059 0.012 0.069
H 4.626 1.365 1.770 0.055 -0.158 -0.189
H 3.111 3.009 -2.101 0.026 0.021 -0.010
H -1.757 2.035 -4.210 0.048 0.349 0.167
H 1.532 0.456 -1.065 0.134 -0.020 0.054
H 1.370 3.028 -2.297 -0.021 0.069 -0.006
H 1.540 -3.140 -2.669 -0.025 0.125 -0.054
H 3.022 2.863 2.973 0.174 -0.234 0.064
H -1.904 -2.571 2.694 0.063 0.193 0.093
H -0.993 -1.772 -2.319 -0.268 5.071 0.599
H 1.633 1.242 -3.927 -0.023 -0.033 0.072
```
Forces are in eV/Å.

The HOMO energy is -1.300 eV. As for the gap between HOMO and LUMO: 2.823 eV. As for the charge: -2. The value obtained for the total energy is -3255.5927 Ha.


What is the gap between HOMO and LUMO in the first record?
8.699 eV